Entry 1:
Formula: C11H11FN2S
Source: the Open Molecules 2025 dataset
Level of theory: the ωB97M-V functional and the def2-TZVPD basis

## Properties
HOMO energy: -8.28 eV
total charge: 0
energy above the lowest of the compared OMol25 structures with the same formula, charge and spin: 2.398 eV

Geometry as XYZ:
```
26
C11H11FN2S | the Open Molecules 2025 dataset | the ωB97M-V functional and the def2-TZVPD basis
C -0.1306 2.3625 -0.5431
C 4.1486 -0.5572 -0.1633
C 3.3430 -0.2338 -1.2462
C 3.7862 -0.1223 1.1224
C 2.1039 0.3807 -0.9832
C 2.6211 0.4927 1.3415
C 1.7574 0.9016 0.2659
C -0.6807 -0.3447 -0.0069
C -2.5618 0.9045 0.8738
C -2.7983 -1.1994 -0.3761
C 0.4487 1.4594 0.4078
N -0.4989 3.1175 -1.3201
N -1.9641 -0.1252 0.1070
F 0.1263 1.7658 1.7092
S 0.2212 -1.5892 -0.5088
H 5.0948 -1.1994 -0.3607
H 3.6320 -0.4066 -2.3543
H 4.3611 -0.2586 2.0742
H 1.5083 0.5557 -1.8720
H 2.5332 0.7628 2.3637
H -3.0803 1.5244 0.1909
H -3.3093 0.4994 1.4873
H -1.8189 1.5436 1.4253
H -2.2676 -1.6949 -1.1658
H -2.9529 -2.0327 0.3944
H -3.8860 -0.8759 -0.4474
```

Atom charges from the Löwdin analysis, given in e for atoms 1 to 5:
1 C -0.170
2 C -0.092
3 C -0.101
4 C -0.114
5 C -0.166

=====

Entry 2:
Formula: C11H11N
Source: the Open Molecules 2025 dataset
Level of theory: the ωB97M-V functional and the def2-TZVPD basis

## Properties
HOMO energy: -8.96 eV
structure (SMILES): c1ccccc1.c1ccncc1
total charge: 0
energy above the lowest of the compared OMol25 structures with the same formula, charge and spin: 3.204 eV

Geometry as XYZ:
```
23
C11H11N | the Open Molecules 2025 dataset | the ωB97M-V functional and the def2-TZVPD basis
C -2.8522 -0.0574 0.3649
C -3.0595 -1.1674 -0.4323
C -2.1547 -1.4246 -1.4665
C -1.0605 -0.6027 -1.6005
C -0.9170 0.4738 -0.7392
C 1.2521 1.6844 1.0458
C 0.7008 0.4589 1.4258
C 1.1253 -0.7239 0.9340
C 2.2345 -0.7368 0.0212
C 3.0289 0.5159 -0.0326
C 2.5289 1.7608 0.3607
H -3.5598 0.1819 1.1585
H -3.9054 -1.8228 -0.2716
H -2.3208 -2.2482 -2.1463
H -0.3395 -0.7594 -2.3943
H -0.0802 1.1493 -0.8142
H 1.0091 2.6099 1.6382
H -0.2945 0.2451 2.0866
H 0.7141 -1.6387 1.6556
H 2.7849 -1.6738 -0.2091
H 3.9333 0.3459 -0.6671
H 3.0196 2.6738 -0.1541
N -1.7876 0.7561 0.2366
```

Atom charges from the Löwdin analysis, given in e for atoms 1 to 5:
1 C -0.147
2 C -0.076
3 C -0.078
4 C -0.073
5 C -0.180

=====

Entry 3:
Formula: C11H11N
Source: the Open Molecules 2025 dataset
Level of theory: the ωB97M-V functional and the def2-TZVPD basis

## Properties
HOMO energy: -8.49 eV
structure (SMILES): c1ccccc1.c1ccncc1
total charge: 0
energy above the lowest of the compared OMol25 structures with the same formula, charge and spin: 4.415 eV

Geometry as XYZ:
```
23
C11H11N | the Open Molecules 2025 dataset | the ωB97M-V functional and the def2-TZVPD basis
C -0.8133 0.4845 1.4043
C -1.3007 1.4456 0.3732
C -2.0748 0.8366 -0.5626
C -2.2632 -0.5258 -0.5730
C -1.9941 -1.3247 0.5685
C 2.3814 -0.5226 0.7047
C 1.7644 -1.4933 -0.2407
C 0.9634 -0.9717 -1.0870
C 0.6443 0.3790 -1.0468
C 1.1452 1.3130 -0.2311
C 2.2596 0.8026 0.5328
H -0.2578 0.9142 2.1262
H -0.9167 2.4395 0.2882
H -2.2862 1.3174 -1.5980
H -2.8956 -1.2405 -1.2670
H -2.2568 -2.4035 0.5055
H 3.2002 -0.8997 1.4131
H 1.8464 -2.5374 -0.0453
H 0.3973 -1.8342 -1.6900
H -0.1538 0.6741 -1.8392
H 0.9855 2.4327 -0.4372
H 2.8461 1.5176 1.1116
N -1.2209 -0.8033 1.5899
```

Atom charges from the Löwdin analysis, given in e for atoms 1 to 5:
1 C -0.112
2 C -0.087
3 C -0.173
4 C -0.126
5 C -0.138

=====

Entry 4:
Formula: C11H11N
Source: the Open Molecules 2025 dataset
Level of theory: the ωB97M-V functional and the def2-TZVPD basis

## Properties
HOMO energy: -9.32 eV
structure (SMILES): c1ccccc1.c1ccncc1
total charge: 0
energy above the lowest of the compared OMol25 structures with the same formula, charge and spin: 1.811 eV

Geometry as XYZ:
```
23
C11H11N | the Open Molecules 2025 dataset | the ωB97M-V functional and the def2-TZVPD basis
C 1.3401 -2.6576 -0.0073
C 0.2673 -1.8154 0.2674
C -0.6701 -1.5374 -0.7258
C -0.5225 -2.0926 -1.9938
C 0.5549 -2.9257 -2.2714
C 1.4878 -3.2060 -1.2785
C 0.2650 1.3117 1.1793
C -0.9795 1.5542 1.6289
C -1.5006 2.8752 1.3932
C -0.7511 3.8210 0.9304
C 0.5143 3.4342 0.5282
H 2.0647 -2.8757 0.7744
H 0.1532 -1.3876 1.2588
H -1.5140 -0.8908 -0.5075
H -1.2503 -1.8691 -2.7776
H 0.6631 -3.3556 -3.2670
H 2.3357 -3.8513 -1.5064
H 0.7200 0.3467 1.2275
H -1.7767 0.7885 2.0122
H -2.5821 3.1539 1.6669
H -0.9132 4.9262 0.9780
H 1.1472 4.0204 -0.0976
N 0.9469 2.2327 0.5878
```

Atom charges from the Löwdin analysis, given in e for atoms 1 to 5:
1 C -0.088
2 C -0.116
3 C -0.090
4 C -0.096
5 C -0.100

=====

Entry 5:
Formula: C11H11N3O
Source: the Open Molecules 2025 dataset
Level of theory: the ωB97M-V functional and the def2-TZVPD basis

## Properties
HOMO energy (spin up / spin down): -7.48 / -7.48 eV
total charge: 0
energy above the lowest of the compared OMol25 structures with the same formula, charge and spin: 4.114 eV

Geometry as XYZ:
```
26
C11H11N3O | the Open Molecules 2025 dataset | the ωB97M-V functional and the def2-TZVPD basis
C -1.3804 -2.6292 -1.4705
C -0.0111 -2.8257 -1.3821
C -1.9706 -1.4845 -0.8824
C 0.7109 -1.9653 -0.5387
C -1.2793 -0.6895 -0.0392
C 0.0868 -0.9300 0.1693
C 0.8292 -0.0409 1.0403
C 2.0341 -0.3856 1.7299
C -1.2524 2.4355 -1.5121
C -0.2452 2.4744 -0.6576
C -0.1824 2.3377 0.8513
N 1.6990 1.8201 2.0792
N 2.5744 -1.5487 1.7016
N 0.7904 1.3295 1.2889
O 2.5422 0.7397 2.3498
H -1.9199 -3.2625 -2.0402
H 0.6126 -3.5235 -1.8549
H -2.9817 -1.1442 -0.9140
H 1.6761 -2.0811 -0.3852
H -1.8951 0.0256 0.4179
H -1.1795 2.5348 -2.5671
H -2.2795 2.2747 -1.1324
H 0.6856 2.4318 -1.1018
H -1.1050 2.1637 1.4386
H -0.0080 3.3348 1.2473
H 3.4486 -1.3917 2.1643
```

Atom charges from the Löwdin analysis, given in e for atoms 1 to 5:
1 C -0.051
2 C -0.036
3 C -0.074
4 C -0.004
5 C -0.065

=====

Entry 6:
Formula: C11H11N3O6Pt
Source: the Open Molecules 2025 dataset
Level of theory: the ωB97M-V functional and the def2-TZVPD basis

## Properties
HOMO energy (spin up / spin down): -6.44 / -9.50 eV
expectation value of S²: 2.082
total charge: 0
energy above the lowest of the compared OMol25 structures with the same formula, charge and spin: 1.270 eV
2S+1: 3

Geometry as XYZ:
```
32
C11H11N3O6Pt | the Open Molecules 2025 dataset | the ωB97M-V functional and the def2-TZVPD basis
Pt 0.0129 0.8642 -0.0947
O 2.1187 -3.4524 0.9433
C 1.6143 -2.2511 0.5582
O 0.8067 -2.2355 -0.4051
C 2.1155 -1.1295 1.2571
C 3.1767 -1.3170 2.1796
C 3.7976 -0.2615 2.7722
C 3.3502 1.0384 2.4300
C 2.3012 1.1723 1.5742
N 1.6298 0.1335 0.9912
C 1.8450 2.5586 1.2196
O 2.3727 3.5572 1.6405
O 0.8108 2.5712 0.4041
H 1.7125 -4.0993 0.3520
H 3.4967 -2.3306 2.3720
H 4.6189 -0.4103 3.4587
H 3.7941 1.9420 2.8207
C -3.3668 -1.1850 -1.8928
C -2.3360 -0.2245 -1.4001
N -1.2184 -0.6188 -0.7803
O -1.1089 -1.9208 -0.6628
C -2.4584 1.1505 -1.5719
C -3.5806 1.8252 -2.2687
N -1.4150 1.8743 -1.0271
O -1.4365 3.0923 -1.1381
H -3.2375 -2.1645 -1.4462
H -3.2927 -1.2901 -2.9773
H -4.3625 -0.8094 -1.6605
H -0.1442 -2.0677 -0.3304
H -3.8529 1.2787 -3.1709
H -3.3024 2.8431 -2.5244
H -4.4613 1.8663 -1.6223
```

Atom charges from the Löwdin analysis, given in e for atoms 1 to 5:
1 Pt 1.286
2 O 0.101
3 C -0.377
4 O 0.128
5 C -0.173

=====

Entry 7:
Formula: C11H11N5O6
Source: the Open Molecules 2025 dataset
Level of theory: the ωB97M-V functional and the def2-TZVPD basis

## Properties
HOMO energy: -8.23 eV
structure (SMILES): CCOC(=O)C[NH2+][C@@H]1C(C#N)=CC(=[N+]([O-])[O-])c2no[n+]([O-])c21
total charge: 0
energy above the lowest of the compared OMol25 structures with the same formula, charge and spin: 1.833 eV

Geometry as XYZ:
```
33
C11H11N5O6 | the Open Molecules 2025 dataset | the ωB97M-V functional and the def2-TZVPD basis
N 2.2509 0.7133 -2.3138
C 2.3405 0.5707 -1.1439
C 2.3505 0.2411 0.2626
C 1.1583 0.4109 1.0664
C 1.1262 -0.2681 2.3485
N 0.0104 -0.5194 3.1401
O -1.2036 -0.3897 2.9699
O 0.6079 -0.8394 4.4216
N 1.9400 -1.0912 4.2761
C 2.1970 -0.8533 2.9454
C 3.4400 -0.9491 2.1448
N 4.6812 -1.3752 2.7095
O 4.8235 -1.5437 3.9430
O 5.6220 -1.5066 1.8930
C 3.4742 -0.3217 0.8654
H 0.6753 1.6228 1.1412
H 4.4176 -0.4122 0.3175
C -4.1651 0.4068 -4.1771
C -3.9154 0.4561 -2.7071
O -2.5856 0.9189 -2.4247
C -2.1808 0.5217 -1.2029
C -0.7225 0.8553 -0.9130
N -0.2897 0.0829 0.3103
O -2.9070 -0.0980 -0.4521
H -5.2323 0.2584 -4.2985
H -3.8873 1.3123 -4.7064
H -3.6649 -0.4417 -4.6334
H -4.6281 1.1127 -2.1716
H -3.9879 -0.5329 -2.2571
H -0.0497 0.5665 -1.7693
H -0.6630 1.9545 -0.6747
H 0.0360 -0.8947 0.0848
H -1.0685 0.0321 1.0054
```

Atom charges from the Löwdin analysis, given in e for atoms 1 to 5:
1 N 0.138
2 C -0.191
3 C -0.224
4 C -0.138
5 C -0.113

=====

Entry 8:
Formula: C11H12AlN2P
Source: the Open Molecules 2025 dataset
Level of theory: the ωB97M-V functional and the def2-TZVPD basis

## Properties
HOMO energy (spin up / spin down): -5.71 / -5.57 eV
total charge: 0
energy above the lowest of the compared OMol25 structures with the same formula, charge and spin: 4.354 eV

Geometry as XYZ:
```
27
C11H12AlN2P | the Open Molecules 2025 dataset | the ωB97M-V functional and the def2-TZVPD basis
C 1.3578 -0.0174 0.1750
C 1.3632 -1.2084 -0.6376
C 0.4700 -1.3031 -1.7626
C -0.4455 -0.1984 -1.8823
C -0.2819 0.9394 -1.0213
Al -0.4419 -0.9930 -0.1927
P 1.3432 1.6918 -0.5080
H 1.9127 -0.0974 1.1224
H 2.0429 -2.0358 -0.4303
H 0.4457 -2.1570 -2.4320
H -1.0889 1.6847 -1.0918
H -1.2352 -0.2364 -2.6356
H 0.6516 2.9102 -0.1757
H 1.9960 1.8197 -1.7482
H 2.4102 2.0308 0.4225
N -4.1543 3.1192 2.6788
C -3.5296 2.1270 2.6422
C -2.7502 0.9081 2.6055
C -2.4764 0.1931 3.7775
C -1.6810 -0.9463 3.6870
C -1.1517 -1.3252 2.4603
N -1.4435 -0.6237 1.3311
C -2.2505 0.4761 1.3898
H -2.8785 0.5431 4.7266
H -1.4475 -1.5424 4.5628
H -0.5015 -2.1933 2.3370
H -2.4478 0.9885 0.4461
```

Atom charges from the Löwdin analysis, given in e for atoms 1 to 5:
1 C -0.338
2 C -0.196
3 C -0.120
4 C -0.197
5 C -0.357

=====

Entry 9:
Formula: C11H12AuNO4
Source: the Open Molecules 2025 dataset
Level of theory: the ωB97M-V functional and the def2-TZVPD basis

## Properties
HOMO energy: -1.97 eV
total charge: -2
energy above the lowest of the compared OMol25 structures with the same formula, charge and spin: 0.000 eV

Geometry as XYZ:
```
29
C11H12AuNO4 | the Open Molecules 2025 dataset | the ωB97M-V functional and the def2-TZVPD basis
Au -0.7463 0.2398 -0.3614
O 6.1378 2.0413 0.2607
C 5.2098 2.7508 -0.1681
O 5.2634 3.8822 -0.7019
C 3.7843 2.1373 -0.0835
C 2.6874 2.8670 -0.5314
C 1.4317 2.3072 -0.4564
N 1.2005 1.0839 0.0377
C 2.2363 0.3673 0.4945
C 3.5339 0.8745 0.4358
C 1.9684 -1.0222 1.1452
O 2.9925 -1.6190 1.5258
O 0.7720 -1.2998 1.3713
H 2.8452 3.8592 -0.9317
H 0.5537 2.8430 -0.7982
H 4.3444 0.2658 0.8071
C -4.6805 -1.7971 -0.3926
C -3.3314 -1.2952 0.1334
C -2.4934 -2.4735 0.6227
C -2.5880 -0.4738 -0.9255
H -5.2393 -2.3514 0.3694
H -4.5233 -2.4663 -1.2444
H -5.3033 -0.9668 -0.7363
H -3.5343 -0.6461 0.9949
H -2.3035 -3.1630 -0.2076
H -3.0089 -3.0345 1.4094
H -1.5223 -2.1445 0.9959
H -3.2363 0.3497 -1.2548
H -2.4508 -1.1157 -1.8099
```

Atom charges from the Löwdin analysis, given in e for atoms 1 to 5:
1 Au 0.748
2 O -0.063
3 C -0.704
4 O -0.090
5 C -0.109

=====

Q: What is the formula in the sixth record?
A: C11H11N3O6Pt